No. 1
Entry from OMol25: a molecular structure, C34H31N6OPtSi (ωB97M-V with the def2-TZVPD basis set).

Summary:
**HOMO (alpha / beta)**: -8.4 / -11.4 eV
**Calculated total energy**: -2126.63745 Ha
**Strongest force on any atom**: 0.6 eV/A
**Orbital gap (alpha / beta)**: 4.93 / 6.19 eV
**LUMO level (alpha / beta)**: -0.12674 / -0.18974 Ha
**⟨S²⟩**: 2.028

Structure (ORCA input):
```
! wB97M-V def2-TZVPD RIJCOSX def2/J DEFGRID3
* xyz 1 3
Pt 0.03 -0.22 0.68
C -4.27 -0.14 0.62
C -2.98 0.09 0.25
N -1.95 -0.38 0.98
C -2.25 -1.18 2.07
C -3.61 -1.36 2.41
N -4.60 -0.86 1.72
C -1.14 -1.79 2.71
C -1.11 -2.53 3.90
C 0.08 -2.96 4.45
C 1.29 -2.57 3.80
C 1.24 -1.87 2.64
N 0.04 -1.58 2.06
C 2.37 -1.33 1.87
C 3.71 -1.63 2.10
N 4.69 -1.15 1.35
C 4.34 -0.37 0.33
C 3.02 -0.05 0.06
N 2.04 -0.51 0.84
C 0.11 -3.77 5.69
C -1.05 -4.12 6.38
C -0.96 -4.88 7.54
N 0.18 -5.32 8.05
C 1.29 -5.00 7.39
C 1.31 -4.24 6.23
H -5.09 0.25 0.02
H -2.72 0.66 -0.63
H -3.86 -1.96 3.28
H -2.05 -2.73 4.40
H 2.25 -2.79 4.25
H 3.99 -2.28 2.92
H 5.13 0.01 -0.30
H 2.74 0.59 -0.76
H -2.03 -3.81 6.05
H -1.86 -5.14 8.08
H 2.22 -5.36 7.81
H 2.27 -4.04 5.77
C 0.13 4.41 -1.28
C -0.85 3.74 -2.20
C -0.83 4.21 -3.62
C -2.20 3.46 -1.61
Si 0.04 1.55 -2.26
O 0.05 1.30 -0.72
C 1.67 1.91 -3.04
C 1.94 1.56 -4.37
C 3.21 1.76 -4.91
C 4.21 2.31 -4.13
C 3.96 2.65 -2.80
C 2.70 2.45 -2.27
C -1.18 0.62 -3.29
C -1.49 0.93 -4.62
C -2.40 0.17 -5.33
C -3.02 -0.91 -4.73
C -2.73 -1.24 -3.41
C -1.82 -0.47 -2.70
H -0.25 5.42 -1.09
H 1.11 4.51 -1.73
H 0.20 3.90 -0.32
H -1.09 5.28 -3.61
H -1.56 3.70 -4.24
H 0.17 4.14 -4.07
H -2.72 4.42 -1.52
H -2.13 3.03 -0.62
H -2.81 2.82 -2.26
H 1.17 1.11 -4.98
H 3.41 1.48 -5.93
H 5.20 2.46 -4.55
H 4.75 3.08 -2.20
H 2.52 2.71 -1.23
H -1.00 1.76 -5.12
H -2.63 0.42 -6.36
H -3.74 -1.51 -5.28
H -3.21 -2.09 -2.94
H -1.59 -0.74 -1.67
*
```

No. 2
Entry from OMol25: 14 unconnected molecules or ions with the total composition C56H112O30 (ωB97M-V with the def2-TZVPD basis set).

Summary:
**HOMO**: -8.7 eV
**Calculated total energy**: -4457.95798 Ha
**Strongest force on any atom**: 6.7 eV/A
**Orbital gap**: 9.19 eV
**LUMO level**: 0.01612 Ha
**Relative energy (zero: lowest compared OMol25 entry of this formula, charge and spin)**: 0.0 kJ/mol

Structure (ORCA input):
```
! wB97M-V def2-TZVPD RIJCOSX def2/J DEFGRID3
* xyz 0 1
C -2.31 -9.14 -1.17
C -2.64 -7.68 -0.83
O -1.44 -6.96 -0.98
C -1.57 -5.67 -1.25
O -2.61 -5.06 -1.30
O -0.42 -5.17 -1.59
C -0.30 -3.85 -1.85
H -3.20 -9.76 -1.06
H -1.43 -9.60 -0.72
H -2.19 -9.21 -2.26
H -3.05 -7.52 0.17
H -3.41 -7.39 -1.54
H -0.97 -3.27 -1.22
H -0.51 -3.71 -2.91
H 0.71 -3.46 -1.70
C 8.83 6.43 1.72
C 7.39 6.81 1.73
O 6.65 5.94 2.62
C 6.22 4.85 2.18
O 6.47 4.41 1.02
O 5.43 4.36 3.04
C 4.61 3.16 2.79
H 9.25 6.58 2.72
H 9.31 7.17 1.07
H 9.03 5.43 1.34
H 6.97 6.79 0.72
H 7.22 7.83 2.09
H 3.79 3.38 2.11
H 4.26 2.80 3.76
H 5.22 2.34 2.41
C -7.67 0.99 -0.79
C -7.34 1.99 -1.96
O -5.96 2.32 -1.86
C -5.06 1.59 -2.54
O -5.33 0.45 -3.09
O -3.94 2.23 -2.58
C -2.86 1.74 -3.35
H -7.05 0.10 -0.91
H -8.74 0.80 -0.72
H -7.27 1.40 0.14
H -7.91 2.91 -1.83
H -7.56 1.69 -2.98
H -2.01 2.03 -2.73
H -2.83 2.19 -4.34
H -2.77 0.65 -3.36
C -1.07 4.52 -1.59
C -1.77 5.24 -2.80
O -0.99 6.25 -3.39
C -1.47 7.29 -4.06
O -2.64 7.53 -4.27
O -0.44 8.07 -4.26
C -0.62 9.41 -4.70
H -1.91 4.00 -1.13
H -0.67 5.33 -0.97
H -0.34 3.77 -1.87
H -2.71 5.66 -2.43
H -2.03 4.59 -3.63
H -0.92 9.40 -5.75
H 0.32 9.96 -4.60
H -1.44 9.86 -4.15
C -3.38 -1.81 0.00
C -2.42 -1.12 -0.95
O -1.23 -0.84 -0.27
C -0.36 0.03 -0.74
O -0.40 0.64 -1.80
O 0.67 0.06 0.21
C 1.75 0.97 0.04
H -4.40 -1.68 -0.36
H -3.28 -1.37 1.00
H -3.10 -2.85 0.15
H -2.85 -0.17 -1.25
H -2.37 -1.69 -1.87
H 2.24 1.29 0.96
H 1.36 1.88 -0.40
H 2.47 0.52 -0.65
C 4.19 -2.36 -1.19
C 4.75 -3.11 -2.47
O 3.68 -3.56 -3.31
C 3.62 -4.77 -3.81
O 4.50 -5.63 -3.62
O 2.42 -4.97 -4.25
C 2.04 -6.06 -5.06
H 3.77 -1.38 -1.44
H 5.04 -2.32 -0.51
H 3.40 -2.83 -0.62
H 5.30 -3.97 -2.10
H 5.48 -2.48 -2.98
H 1.35 -5.84 -5.87
H 1.56 -6.77 -4.38
H 2.91 -6.63 -5.40
C 9.03 0.23 0.92
C 7.53 0.21 0.80
O 7.01 1.16 -0.11
C 5.66 1.20 -0.27
O 4.83 0.61 0.40
O 5.34 2.05 -1.31
C 6.31 2.89 -1.91
H 9.48 -0.49 1.60
H 9.20 1.18 1.44
H 9.60 0.33 -0.01
H 7.04 0.41 1.75
H 7.15 -0.70 0.32
H 7.16 2.29 -2.25
H 6.63 3.58 -1.13
H 5.97 3.45 -2.79
C 2.07 0.31 4.54
C 1.23 1.11 5.64
O 0.75 0.26 6.69
C 1.59 -0.37 7.60
O 2.81 -0.15 7.64
O 0.90 -1.15 8.47
C 1.57 -1.70 9.54
H 1.44 -0.50 4.15
H 2.95 -0.04 5.07
H 2.32 1.02 3.75
H 0.40 1.66 5.21
H 1.83 1.90 6.10
H 0.97 -2.26 10.26
H 2.16 -0.96 10.08
H 2.34 -2.39 9.20
C 1.55 -1.49 -5.83
C 0.95 -0.85 -4.56
C -0.49 -0.83 -4.97
O -0.69 -2.13 -5.58
C 0.52 -2.61 -6.16
H 2.51 -1.94 -5.56
H 1.65 -0.84 -6.70
H 1.26 0.18 -4.37
H 1.06 -1.46 -3.66
H -0.79 0.00 -5.62
H -1.19 -0.81 -4.13
H 0.41 -2.70 -7.24
H 0.91 -3.53 -5.71
C -3.36 1.69 3.46
C -2.40 1.32 2.32
C -1.58 0.19 2.94
O -1.80 0.23 4.34
C -2.67 1.25 4.78
H -4.26 1.09 3.43
H -3.51 2.77 3.54
H -1.77 2.18 2.10
H -2.82 0.99 1.37
H -0.51 0.27 2.71
H -1.87 -0.78 2.55
H -2.15 2.09 5.24
H -3.44 0.85 5.43
C -4.68 -2.53 -5.04
C -3.87 -3.66 -4.37
C -4.90 -4.30 -3.45
O -6.16 -3.70 -3.76
C -6.13 -2.86 -4.92
H -4.44 -2.37 -6.09
H -4.43 -1.62 -4.51
H -3.02 -3.32 -3.78
H -3.49 -4.33 -5.14
H -4.60 -3.89 -2.49
H -5.00 -5.39 -3.47
H -6.71 -1.95 -4.88
H -6.47 -3.46 -5.77
C 1.97 4.88 3.17
C 1.10 6.07 3.65
C -0.10 6.08 2.75
O 0.43 5.50 1.53
C 1.82 5.15 1.66
H 1.62 3.86 3.36
H 2.95 5.03 3.61
H 1.67 6.99 3.54
H 0.83 5.96 4.70
H -0.52 7.07 2.59
H -0.88 5.55 3.31
H 2.35 6.04 1.33
H 2.10 4.33 0.99
C 1.35 -3.54 3.22
C 0.69 -4.91 3.33
C 0.24 -5.17 1.87
O 0.27 -3.96 1.22
C 1.23 -3.05 1.77
H 2.41 -3.55 3.50
H 0.88 -2.76 3.81
H -0.22 -5.04 3.92
H 1.32 -5.68 3.77
H -0.78 -5.56 1.82
H 0.93 -5.80 1.31
H 1.07 -1.98 1.64
H 2.15 -3.26 1.24
C -6.61 -2.46 3.38
C -5.44 -2.04 2.58
C -6.09 -0.86 1.85
O -6.84 -0.20 2.91
C -7.22 -1.16 3.87
H -6.38 -3.15 4.19
H -7.31 -2.98 2.74
H -5.28 -2.90 1.93
H -4.52 -1.75 3.09
H -6.71 -1.19 1.02
H -5.32 -0.16 1.55
H -8.30 -1.31 3.92
H -6.77 -0.97 4.85
*
```

No. 3
Entry from OMol25: a molecular structure, C17H17ClN6O2OsS (ωB97M-V with the def2-TZVPD basis set).

Summary:
**HOMO**: -15.4 eV
**Calculated total energy**: -2085.53873 Ha
**Strongest force on any atom**: 2.0 eV/A
**Orbital gap**: 7.34 eV
**LUMO level**: -0.29660 Ha
**Relative energy (zero: lowest compared OMol25 entry of this formula, charge and spin)**: 138.5 kJ/mol

Structure (ORCA input):
```
! wB97M-V def2-TZVPD RIJCOSX def2/J DEFGRID3
* xyz 2 1
Os 1.08 -0.53 0.22
O 0.40 3.30 1.26
C 0.46 2.11 1.21
N 1.10 1.35 0.14
C 1.86 2.03 -0.90
O 1.87 3.20 -1.07
C 2.62 1.06 -1.73
C 3.47 1.51 -2.71
C 4.24 0.58 -3.40
C 4.11 -0.75 -3.07
C 3.23 -1.13 -2.07
N 2.47 -0.24 -1.41
C -0.10 1.20 2.24
C -0.89 1.69 3.26
C -1.44 0.78 4.15
C -1.15 -0.57 4.00
C -0.33 -0.97 2.96
N 0.18 -0.09 2.09
H 3.53 2.58 -2.90
H 4.93 0.90 -4.17
H 4.70 -1.52 -3.57
H 3.13 -2.16 -1.80
H -1.06 2.75 3.32
H -2.08 1.12 4.96
H -1.56 -1.31 4.67
H -0.07 -2.01 2.83
C -4.58 1.50 -0.44
C -4.11 0.30 0.39
C -2.88 -0.33 -0.19
N -1.70 -0.16 0.26
N -0.72 -0.86 -0.48
C -1.26 -1.53 -1.52
N -0.60 -2.22 -2.44
S -2.95 -1.37 -1.59
H -5.48 1.92 0.01
H -4.83 1.20 -1.47
H -3.82 2.28 -0.48
H -4.90 -0.45 0.43
H -3.87 0.60 1.40
H 0.38 -2.37 -2.37
H -1.10 -2.69 -3.18
Cl 1.43 -3.31 -0.53
C 1.89 -2.32 0.90
H 2.97 -2.34 1.04
H 1.40 -2.76 1.76
*
```

No. 4
Entry from OMol25: a molecular structure, C46H40N3O3PS2SeSr (ωB97M-V with the def2-TZVPD basis set).

Summary:
**HOMO**: -6.4 eV
**Calculated total energy**: -5736.78992 Ha
**Strongest force on any atom**: 2.7 eV/A
**Orbital gap**: 6.46 eV
**LUMO level**: 0.00211 Ha
**Relative energy (zero: lowest compared OMol25 entry of this formula, charge and spin)**: 156.7 kJ/mol

Structure (ORCA input):
```
! wB97M-V def2-TZVPD RIJCOSX def2/J DEFGRID3
* xyz 0 1
Sr 0.46 -1.14 1.46
O 0.64 0.82 2.57
S 0.39 1.72 3.78
C -1.27 2.34 3.62
C -1.63 2.92 2.25
C -2.48 1.95 1.40
C -2.76 2.49 -0.01
S -1.39 2.12 -1.18
O -0.19 1.69 -0.36
C -1.08 3.77 -1.76
C 0.03 4.44 -1.28
C 0.28 5.73 -1.74
C -0.57 6.32 -2.66
C -1.68 5.63 -3.14
C -1.93 4.34 -2.69
C 1.29 3.21 3.48
C 1.97 3.36 2.28
C 2.71 4.53 2.09
C 2.77 5.50 3.07
C 2.09 5.32 4.27
C 1.36 4.17 4.49
H -1.33 3.07 4.43
H -1.91 1.49 3.90
H -0.73 3.18 1.70
H -2.19 3.84 2.40
H -3.43 1.77 1.89
H -2.00 0.98 1.34
H -2.95 3.57 0.00
H -3.63 2.00 -0.45
H 0.69 3.95 -0.57
H 1.15 6.27 -1.38
H -0.37 7.33 -3.02
H -2.33 6.08 -3.87
H -2.78 3.78 -3.08
H 1.91 2.60 1.52
H 3.25 4.66 1.16
H 3.35 6.40 2.91
H 2.14 6.07 5.05
H 0.85 4.01 5.43
C 4.56 -3.50 1.13
C 4.48 -4.29 2.26
C 3.63 -3.92 3.29
C 2.87 -2.77 3.14
N 2.91 -2.01 2.04
C 3.75 -2.37 1.06
C 1.94 -2.33 4.25
C 2.35 -2.38 5.57
C 1.47 -1.97 6.56
C 0.21 -1.53 6.20
C -0.12 -1.51 4.86
N 0.73 -1.88 3.89
H 5.21 -3.75 0.31
H 5.08 -5.19 2.34
H 3.53 -4.53 4.18
H 3.76 -1.75 0.17
H 3.35 -2.73 5.81
H 1.77 -2.00 7.60
H -0.51 -1.22 6.94
H -1.12 -1.20 4.53
O 0.75 -3.09 0.25
C 0.96 -2.26 -0.67
C 1.33 -2.86 -2.01
C 2.30 -3.85 -2.09
C 2.73 -4.32 -3.33
C 2.16 -3.81 -4.49
C 1.15 -2.85 -4.40
C 0.75 -2.35 -3.17
P -0.63 -1.15 -2.90
C -1.18 -0.81 -4.62
C -2.42 -1.18 -5.12
C -2.83 -0.77 -6.39
C -2.00 0.02 -7.17
C -0.76 0.39 -6.68
C -0.36 -0.01 -5.41
C -1.90 -2.33 -2.28
C -2.69 -1.96 -1.20
C -3.62 -2.83 -0.64
C -3.77 -4.10 -1.18
C -2.99 -4.50 -2.26
C -2.06 -3.62 -2.80
H 2.70 -4.25 -1.16
H 3.49 -5.09 -3.39
H 2.47 -4.17 -5.46
H 0.68 -2.48 -5.31
H -3.08 -1.81 -4.53
H -3.80 -1.07 -6.76
H -2.32 0.33 -8.16
H -0.10 1.01 -7.28
H 0.61 0.31 -5.04
H -2.54 -0.99 -0.75
H -4.19 -2.54 0.23
H -4.48 -4.79 -0.73
H -3.09 -5.49 -2.67
H -1.44 -3.94 -3.63
Se -3.81 -2.93 3.47
C -2.65 -1.98 2.45
N -1.89 -1.33 1.85
*
```

No. 5
Entry from OMol25: a molecular structure, C29H36N3O3RuS3 (ωB97M-V with the def2-TZVPD basis set).

Summary:
**HOMO (alpha / beta)**: -10.3 / -10.6 eV
**Calculated total energy**: -2805.82776 Ha
**Strongest force on any atom**: 0.2 eV/A
**Orbital gap (alpha / beta)**: 8.16 / 7.33 eV
**LUMO level (alpha / beta)**: -0.07685 / -0.12149 Ha
**⟨S²⟩**: 6.031
**Relative energy (zero: lowest compared OMol25 entry of this formula, charge and spin)**: 7.6 kJ/mol

Structure (ORCA input):
```
! wB97M-V def2-TZVPD RIJCOSX def2/J DEFGRID3
* xyz 1 5
Ru 0.17 0.11 -0.52
O 1.42 -1.62 -0.77
S 2.73 -2.00 -0.08
C 2.25 -2.19 1.64
C 1.36 -3.42 1.69
C 0.69 -3.66 3.04
C -0.22 -2.55 3.54
S -1.54 -1.96 2.45
O -0.90 -1.20 1.32
C -2.12 -3.50 1.75
C -2.73 -4.44 2.57
C -3.21 -5.61 2.00
C -3.10 -5.81 0.63
C -2.51 -4.85 -0.18
C -2.02 -3.68 0.38
C 3.81 -0.59 -0.06
C 4.03 0.23 1.04
C 4.97 1.25 0.95
C 5.65 1.46 -0.24
C 5.40 0.66 -1.35
C 4.50 -0.38 -1.25
H 1.72 -1.27 1.91
H 3.16 -2.30 2.24
H 1.96 -4.31 1.44
H 0.60 -3.33 0.92
H 1.45 -3.83 3.81
H 0.11 -4.59 2.97
H 0.32 -1.63 3.77
H -0.73 -2.86 4.45
H -2.83 -4.27 3.64
H -3.68 -6.35 2.63
H -3.49 -6.72 0.19
H -2.44 -5.00 -1.24
H -1.57 -2.92 -0.24
H 3.49 0.08 1.96
H 5.16 1.88 1.81
H 6.38 2.26 -0.31
H 5.94 0.83 -2.27
H 4.32 -1.03 -2.10
C -1.65 1.89 1.27
N -1.63 1.34 -0.10
C -1.61 2.47 -1.06
C -2.83 0.51 -0.34
C -2.59 -0.43 -1.49
C -3.65 -1.01 -2.19
C -3.39 -1.94 -3.19
C -2.07 -2.29 -3.48
C -1.02 -1.71 -2.78
C -1.26 -0.78 -1.77
H -2.55 2.48 1.42
H -0.77 2.51 1.42
H -1.62 1.07 1.98
H -2.45 3.13 -0.86
H -1.67 2.09 -2.07
H -0.68 3.03 -0.94
H -3.70 1.16 -0.51
H -3.02 -0.06 0.57
H -4.67 -0.73 -1.96
H -4.21 -2.38 -3.73
H -1.87 -3.01 -4.26
H 0.00 -1.99 -3.02
C 2.87 2.92 -4.49
N 2.91 3.06 -3.04
C 3.63 4.00 -2.33
C 3.37 3.79 -1.02
N 2.51 2.72 -0.95
C 2.22 2.28 -2.18
S 1.15 1.03 -2.65
H 3.53 3.66 -4.92
H 1.86 3.07 -4.85
H 3.20 1.92 -4.78
H 4.25 4.73 -2.82
H 3.73 4.30 -0.14
H 2.09 2.24 -0.12
O 1.19 1.07 0.63
*
```